Entry 1:
Here is a structure of composition C38H101HfN6O16 from OMol25. Energies are from ωB97M-V/def2-TZVPD.

Positions of all 162 atoms, in Å:
Hf -17.04805 -20.34263 -1.17321
C -16.55956 -17.13323 -3.86587
C -16.89725 -18.58185 -4.20901
O -17.33012 -19.46348 -3.19561
H -16.37783 -16.60860 -4.80373
H -15.59485 -17.06781 -3.35240
H -17.34128 -16.63177 -3.29764
H -16.01051 -19.04008 -4.65378
H -17.74204 -18.48876 -4.89988
C -10.39182 -15.03215 -0.64437
O -11.10909 -14.33662 -1.65481
C -10.26155 -13.90043 -2.71915
C -9.45164 -14.95867 -3.48635
N -10.20564 -15.69929 -4.48653
C -11.31926 -16.45099 -3.92193
C -12.09252 -17.09693 -5.07206
O -13.06826 -16.18517 -5.54376
C -13.84180 -16.66775 -6.60245
H -10.28360 -16.07270 -0.96565
H -11.05693 -15.13190 0.21639
H -9.49153 -14.50034 -0.34007
H -9.51299 -13.29385 -2.19488
H -10.78058 -13.27049 -3.43731
H -8.93093 -15.58167 -2.74417
H -8.65216 -14.41332 -3.99108
H -9.59681 -16.36694 -4.94614
H -12.01424 -15.90162 -3.29839
H -10.88991 -17.33038 -3.41170
H -12.60197 -18.03945 -4.81848
H -11.42573 -17.34104 -5.90980
H -14.65845 -15.98778 -6.82739
H -14.31177 -17.62957 -6.31562
H -13.27149 -16.98764 -7.48330
C -13.71325 -11.14390 -0.01700
O -14.16376 -10.54345 -1.20822
C -13.24640 -10.72455 -2.26896
C -13.49592 -12.06323 -2.97606
N -14.81686 -12.07360 -3.58289
C -15.18044 -13.37869 -4.08962
C -16.56817 -13.26826 -4.72186
O -17.61068 -12.80661 -3.89324
C -17.71621 -13.36008 -2.59797
H -12.88123 -10.61985 0.45941
H -13.44173 -12.20423 -0.12667
H -14.54569 -11.15312 0.68966
H -12.19117 -10.51219 -2.08697
H -13.54214 -9.95860 -2.99194
H -13.48584 -12.86958 -2.22887
H -12.70502 -12.19697 -3.71318
H -15.52957 -11.75464 -2.93111
H -15.22879 -14.19714 -3.34796
H -14.45265 -13.71519 -4.83211
H -16.83617 -14.26097 -5.11215
H -16.54548 -12.56989 -5.55654
H -16.86872 -13.12122 -1.94912
H -17.83375 -14.44506 -2.72986
H -18.63855 -12.97953 -2.16248
C -13.80965 -21.59537 -5.42473
O -14.88374 -22.38397 -4.93361
C -14.45631 -23.74034 -4.75097
C -15.71756 -24.54539 -4.37344
N -16.03205 -24.59415 -2.93276
C -17.34436 -25.27325 -2.72126
C -17.51768 -25.54078 -1.25176
O -17.86075 -24.37950 -0.51586
C -18.28777 -24.64061 0.81211
H -13.46453 -21.86308 -6.42533
H -12.95328 -21.61690 -4.74237
H -14.13096 -20.55131 -5.45515
H -13.78728 -23.85980 -3.89312
H -14.04906 -24.20374 -5.64792
H -15.58364 -25.52776 -4.83923
H -16.57077 -24.08991 -4.88493
H -15.41298 -25.26918 -2.48790
H -17.40840 -26.21856 -3.26510
H -18.11700 -24.58972 -3.07680
H -16.80970 -26.22332 -0.76844
H -18.44506 -26.13805 -1.22359
H -18.90790 -25.52900 0.94139
H -18.88686 -23.78639 1.13101
H -17.40919 -24.68450 1.46167
C -20.65162 -16.47414 -2.34331
O -20.28895 -17.03758 -1.10064
C -20.25112 -16.05609 -0.06918
C -19.43086 -16.58832 1.08193
N -17.95969 -16.57140 0.91164
C -17.44080 -15.21786 0.72323
C -15.93237 -15.10340 0.49746
O -15.48525 -15.67960 -0.72209
C -14.08029 -15.52016 -0.88586
H -20.77678 -17.30610 -3.03855
H -19.83979 -15.88310 -2.78424
H -21.57507 -15.89093 -2.31490
H -21.30749 -15.94289 0.19261
H -19.88620 -15.06497 -0.35127
H -19.77208 -17.59900 1.31393
H -19.63774 -16.00429 1.98796
H -17.60017 -16.90852 1.80112
H -17.62523 -14.59526 1.60954
H -17.93209 -14.69022 -0.09163
H -15.44583 -15.63399 1.33332
H -15.58687 -14.06703 0.55765
H -13.82619 -14.45977 -0.84019
H -13.72356 -15.79952 -1.87892
H -13.53097 -16.15243 -0.18345
C -21.79815 -13.25140 -4.94715
O -21.19692 -13.96506 -5.99443
C -20.21761 -14.88229 -5.53945
C -19.53095 -15.57148 -6.67567
N -20.47989 -16.22501 -7.59440
C -19.77208 -16.75758 -8.77492
C -18.50079 -17.54968 -8.46645
O -17.36083 -16.76482 -8.17876
C -16.73243 -16.31040 -9.37741
H -22.15330 -13.88942 -4.12960
H -22.63906 -12.69457 -5.35386
H -21.13450 -12.49939 -4.50272
H -20.80556 -15.59028 -4.93568
H -19.53329 -14.36941 -4.85218
H -18.82284 -16.31153 -6.30862
H -18.97086 -14.83083 -7.26610
H -21.06220 -15.47015 -7.95355
H -19.53321 -15.95908 -9.48779
H -20.48058 -17.42876 -9.26611
H -18.39662 -18.30610 -9.25381
H -18.63165 -18.22054 -7.60765
H -17.32711 -15.49608 -9.80100
H -16.46823 -17.10791 -10.07069
H -15.81678 -15.80173 -9.06557
C -17.68230 -20.97233 -7.21365
O -17.83033 -22.38283 -7.15743
C -16.93899 -23.10099 -7.99810
C -17.34816 -24.54485 -8.15977
N -18.30443 -24.74296 -9.22659
C -19.62478 -24.18173 -8.97650
C -20.66778 -24.81415 -9.86227
O -20.81918 -26.16994 -9.60716
C -22.02852 -26.74058 -10.06942
H -17.79036 -20.64014 -8.25183
H -16.70318 -20.68046 -6.82521
H -18.54469 -20.58864 -6.67339
H -15.98018 -23.10035 -7.44796
H -16.72231 -22.50624 -8.89183
H -17.70031 -24.96078 -7.20580
H -16.41601 -25.05406 -8.41469
H -18.52795 -25.72801 -9.38772
H -19.56332 -23.11261 -9.23100
H -19.96574 -24.19097 -7.93051
H -20.52152 -24.59427 -10.93014
H -21.57894 -24.22015 -9.67600
H -22.84209 -26.25672 -9.51307
H -22.10640 -27.78328 -9.77679
H -22.18921 -26.59100 -11.13751
O -16.62019 -18.10360 -0.83535
H -17.29223 -17.47785 -0.36654
H -15.76676 -17.62231 -0.78186
O -20.30410 -19.94790 -4.53561
H -20.57645 -19.30599 -5.20239
H -19.41155 -19.68565 -4.28266
O -16.26227 -21.88136 -2.68587
H -16.17499 -22.88760 -2.77875
H -15.92750 -21.52740 -3.53824

Computed properties:
charge	+3
molecular weight	1076.742	g mol⁻¹
highest occupied orbital energy	-14.045	eV
orbital gap	1.410	eV

Here are the Löwdin charges for atoms 1 to 6, given in e: 2.055, -0.060, -0.315, -0.393, 0.071, 0.069

---

Entry 2:
Here is the molecule C7H11N3O3S2 from OMol25. Energies are from ωB97M-V/def2-TZVPD.

Positions of all 26 atoms, in Å:
C -1.01752 -1.68061 1.14574
C -0.35510 -0.51050 0.92568
C 0.84006 -0.25369 1.63143
C 0.41151 -2.13670 3.04272
C 0.45348 -0.54884 -1.98995
C -0.94287 0.39808 -0.12796
C -0.02117 0.75083 -1.26661
N -0.69179 -2.50091 2.17555
N 1.10026 -1.03807 2.69003
N 2.84456 3.07618 2.64478
O 1.64350 0.60678 1.23741
O 0.68872 -2.85180 3.98236
O 1.81341 -0.67008 5.10215
S 2.66747 1.78709 3.73882
S 2.51180 -0.64229 3.83714
H -1.77470 -2.09195 0.41240
H 1.39027 -0.74959 -1.58173
H 0.46069 -0.29010 -3.03190
H -0.23371 -1.23534 -1.64554
H -1.38067 1.37441 0.31153
H -1.84266 -0.26309 -0.36583
H 0.81508 1.37930 -1.05969
H -0.61209 1.36344 -1.99917
H -1.19917 -3.35565 2.23486
H 1.96126 3.20346 2.14918
H 3.68861 2.94408 1.99134

Computed properties:
molecular weight	249.317	g mol⁻¹
highest occupied orbital energy	-8.724	eV
orbital gap	7.798	eV

Here are the Löwdin charges for atoms 1 to 6, given in e: -0.040, -0.173, -0.470, -0.500, -0.061, -0.175

---

Entry 3:
Here is a structure of composition C7H9AlCl2NO4Tl from OMol25. Energies are from ωB97M-V/def2-TZVPD.

Positions of all 25 atoms, in Å:
Al -1.00204 0.12831 -4.06748
Tl 2.79278 0.64441 -0.83745
Cl -3.05786 0.46905 -3.70404
Cl 1.20391 2.06939 -2.19469
C 2.17490 3.51200 -0.38015
C 0.19425 -1.14074 -3.00468
C 0.07753 1.08239 -5.62413
O 1.76231 4.55594 -0.62987
O 0.83582 -1.89742 -2.37280
O 0.64253 1.62532 -6.47415
C -1.36098 -0.81772 3.06143
N -0.36174 -1.19661 2.06280
C 0.27803 -2.50164 2.14833
C 0.18307 -0.30928 1.19982
C -0.38396 1.05907 1.02227
O 1.08674 -0.73696 0.42612
H -1.60193 -1.75053 3.59120
H -2.23039 -0.34459 2.56218
H -0.93197 -0.07836 3.76485
H 0.25148 -3.03605 1.18962
H 1.33479 -2.44820 2.45018
H -0.25755 -3.06953 2.91217
H 0.04864 1.74671 1.76371
H -0.21039 1.41509 -0.00145
H -1.46794 1.01996 1.13620

Computed properties:
charge	+4
molecular weight	473.423	g mol⁻¹
highest occupied orbital energy (alpha / beta)	-23.302 / -23.228	eV
orbital gap (alpha / beta)	3.749 / 3.639	eV

Here are the Löwdin charges for atoms 1 to 6, given in e: 0.364, 1.162, 0.507, 0.173, -0.142, 0.125